1.
# C28H17BrClN6O9W

A molecular structure, C28H17BrClN6O9W (the ωB97M-V functional and the def2-TZVPD basis, the OMol25 dataset).

Geometry as ORCA input:
```
! wB97M-V def2-TZVPD RIJCOSX def2/J DEFGRID3
* xyz 3 1
W -0.47 0.04 0.41
Cl 5.76 3.99 1.04
C 4.43 2.95 1.04
C 4.30 2.00 2.10
C 3.25 1.12 2.17
C 2.27 1.18 1.17
O 1.26 0.36 1.19
C 2.38 2.11 0.09
C 1.46 2.11 -0.94
N 0.37 1.33 -1.05
C -0.39 1.43 -2.25
C -0.36 2.46 -3.17
C -1.10 2.35 -4.36
C -1.85 1.23 -4.62
C -1.94 0.19 -3.67
C -2.70 -0.99 -3.84
C -2.72 -1.93 -2.84
C -2.03 -1.69 -1.66
N -1.30 -0.59 -1.47
C -1.22 0.33 -2.47
C 3.49 3.00 0.05
H 5.07 1.99 2.87
H 3.16 0.41 2.97
H 1.66 2.77 -1.77
H 0.22 3.36 -3.02
H -1.06 3.16 -5.07
H -2.40 1.15 -5.55
H -3.25 -1.14 -4.76
H -3.29 -2.84 -2.94
H -2.09 -2.39 -0.84
H 3.59 3.71 -0.76
O 1.55 -5.97 0.89
C 1.07 -4.75 0.82
C 0.03 -4.25 1.62
C -0.37 -2.96 1.46
N 0.17 -2.10 0.55
C 1.17 -2.61 -0.21
Br 1.97 -1.49 -1.50
C 1.64 -3.88 -0.12
H 1.14 -6.53 1.55
H -0.45 -4.87 2.37
H -1.16 -2.59 2.08
H 2.44 -4.23 -0.76
O -1.91 2.68 0.59
N -1.35 1.70 0.49
O -2.35 -0.65 1.00
C -2.10 -0.53 2.27
O -0.90 -0.14 2.49
C -3.06 -0.81 3.31
C -2.68 -0.66 4.65
C -3.62 -0.94 5.61
C -4.91 -1.35 5.31
C -5.24 -1.49 3.97
C -4.35 -1.23 2.96
N -6.61 -1.94 3.61
O -7.37 -2.15 4.52
O -6.83 -2.07 2.42
N -3.23 -0.79 7.04
O -2.08 -0.45 7.25
O -4.07 -1.04 7.86
H -1.69 -0.34 4.94
H -5.63 -1.56 6.09
H -4.66 -1.35 1.93
*
```

Results
Relative energy (zero: lowest compared OMol25 entry of this formula, charge and spin) in kJ/mol: 0.00
Gap between HOMO and LUMO (alpha / beta) in eV: 5.025 / 5.066
Highest occupied orbital energy (alpha / beta) in eV: -17.28 / -17.29

2.
# C28H17CaF6I2N4O7P

A molecular structure, C28H17CaF6I2N4O7P at a distorted geometry (the ωB97M-V functional and the def2-TZVPD basis, the OMol25 dataset).

Geometry as ORCA input:
```
! wB97M-V def2-TZVPD RIJCOSX def2/J DEFGRID3
* xyz -1 2
Ca 0.36 -0.46 0.44
I 0.09 -3.18 -3.72
C -0.46 -3.60 -1.77
C -1.37 -4.64 -1.52
C -1.73 -4.98 -0.24
I -3.05 -6.57 0.04
C -1.18 -4.28 0.87
C -1.41 -4.59 2.23
C -0.79 -3.89 3.22
C 0.05 -2.82 2.87
N 0.28 -2.47 1.63
C -0.30 -3.20 0.61
C 0.12 -2.85 -0.75
O 0.99 -1.92 -0.94
H -1.79 -5.19 -2.35
H -2.09 -5.40 2.47
H -0.96 -4.12 4.26
H 0.51 -2.21 3.64
N 2.26 0.31 1.77
C 3.49 0.73 1.17
C 4.62 -0.07 1.28
C 5.82 0.32 0.70
C 5.89 1.52 0.01
C 4.76 2.31 -0.10
C 3.55 1.93 0.46
C 2.36 2.83 0.32
C 2.37 4.12 0.85
C 1.28 4.97 0.69
C 0.17 4.53 -0.01
C 0.14 3.25 -0.55
C 1.23 2.42 -0.37
H 2.41 -0.35 2.53
H 1.75 1.11 2.15
H 4.55 -1.00 1.82
H 6.69 -0.31 0.80
H 6.82 1.84 -0.45
H 4.80 3.24 -0.67
H 3.24 4.45 1.39
H 1.30 5.96 1.13
H -0.69 5.17 -0.13
H -0.73 2.89 -1.09
F -0.90 0.92 1.35
P -1.51 1.33 2.90
F 0.05 1.57 3.33
F -1.60 2.84 2.41
F -1.32 -0.23 3.28
F -2.97 1.02 2.36
F -2.01 1.69 4.36
O 1.25 1.12 -0.85
C 0.26 0.75 -1.85
O -0.79 0.21 -1.40
C 0.65 0.94 -3.17
C 1.96 1.40 -3.53
C 2.28 1.51 -4.84
C 1.42 1.21 -5.90
C 0.15 0.77 -5.51
C -0.26 0.63 -4.22
N -0.82 0.43 -6.60
O -1.95 0.15 -6.28
O -0.44 0.60 -7.74
N 3.65 1.99 -5.19
O 3.93 2.09 -6.37
O 4.39 2.33 -4.29
H 2.70 1.64 -2.78
H 1.71 1.30 -6.93
H -1.25 0.28 -3.99
*
```

Results
Relative energy (zero: lowest compared OMol25 entry of this formula, charge and spin) in kJ/mol: 157.21
Gap between HOMO and LUMO (alpha / beta) in eV: 5.550 / 7.341
Highest occupied orbital energy (alpha / beta) in eV: -3.70 / -5.50
Expectation value of S²: 0.787

3.
# C28H18Br2Cl49F6NO8PS

A molecular structure, C28H18Br2Cl49F6NO8PS at a distorted geometry (the ωB97M-V functional and the def2-TZVPD basis, the OMol25 dataset).

Geometry as ORCA input:
```
! wB97M-V def2-TZVPD RIJCOSX def2/J DEFGRID3
* xyz 1 1
C 5.96 4.24 2.23
C 5.95 3.48 3.64
C 4.63 2.61 3.80
O 4.88 1.31 3.22
C 3.68 0.75 2.69
C 3.29 1.38 1.30
C 2.09 2.26 1.15
C 1.24 2.49 2.44
O 0.47 1.63 2.74
O 1.41 3.65 3.17
C 1.70 2.88 -0.13
S 0.26 3.95 -0.34
O 0.60 5.22 -0.99
O -0.45 4.27 0.90
C -1.00 3.08 -1.44
F -0.48 1.85 -1.77
F -1.27 3.79 -2.55
F -2.16 2.88 -0.75
C 2.58 2.58 -1.30
C 2.37 3.19 -2.75
C 3.36 4.42 -2.85
C 3.02 5.45 -3.98
F 3.51 5.03 -5.23
Br 1.13 5.96 -4.10
C 3.84 6.79 -3.63
F 5.16 6.53 -3.36
F 3.78 7.68 -4.68
Br 2.97 7.72 -2.10
N 3.69 1.75 -1.16
Cl 4.72 1.39 -2.50
C 4.06 1.17 0.06
C 5.35 0.29 0.13
P 6.91 1.35 0.08
O 7.38 1.51 1.48
O 6.66 2.85 -0.56
O 8.13 0.59 -0.81
H 5.19 3.83 1.53
H 6.97 4.06 1.78
H 5.87 5.36 2.37
H 6.82 2.77 3.68
H 6.06 4.23 4.48
H 3.82 3.18 3.28
H 4.39 2.52 4.90
H 3.93 -0.34 2.51
H 2.84 0.77 3.43
H 1.05 4.40 2.64
H 2.55 2.42 -3.56
H 1.29 3.46 -2.82
H 3.42 4.88 -1.82
H 4.38 4.00 -3.07
H 5.40 -0.29 1.09
H 5.39 -0.48 -0.70
H 7.38 3.10 -1.19
H 7.71 -0.24 -1.16
C -5.23 4.25 -3.47
Cl -6.81 4.49 -2.71
Cl -5.31 2.89 -4.60
Cl -4.77 5.72 -4.35
Cl -4.01 3.90 -2.22
C -1.08 -1.55 4.66
Cl -1.66 -1.62 6.33
Cl 0.66 -1.18 4.66
Cl -1.35 -3.11 3.87
Cl -1.96 -0.28 3.78
C -4.96 -4.34 1.79
Cl -4.18 -2.84 2.32
Cl -5.46 -4.17 0.09
Cl -3.82 -5.68 1.94
Cl -6.38 -4.66 2.79
C 6.36 -3.60 -2.01
Cl 7.12 -2.10 -1.42
Cl 5.87 -3.39 -3.70
Cl 7.52 -4.92 -1.89
Cl 4.94 -3.96 -1.02
C -7.06 -0.15 4.33
Cl -7.86 -1.70 4.06
Cl -7.54 1.00 3.07
Cl -7.53 0.49 5.92
Cl -5.30 -0.37 4.28
C 1.23 0.17 -5.78
Cl 0.43 -1.37 -6.10
Cl 0.77 1.35 -7.03
Cl 0.72 0.78 -4.19
Cl 2.99 -0.05 -5.79
C -5.93 4.04 -8.55
Cl -5.11 5.53 -8.07
Cl -6.55 4.21 -10.20
Cl -4.77 2.69 -8.49
Cl -7.27 3.71 -7.44
C -3.85 -10.18 1.92
Cl -3.77 -8.41 1.90
Cl -2.60 -10.84 0.84
Cl -3.57 -10.77 3.57
Cl -5.45 -10.71 1.36
C -7.36 -12.41 -2.19
Cl -7.33 -13.87 -3.19
Cl -8.45 -11.21 -2.92
Cl -7.94 -12.81 -0.56
Cl -5.73 -11.73 -2.08
C -10.32 4.17 -4.97
Cl -11.71 4.88 -5.81
Cl -9.08 5.41 -4.73
Cl -10.84 3.54 -3.40
Cl -9.66 2.85 -5.95
C 1.97 0.35 8.13
Cl 1.90 1.04 6.49
Cl 1.89 1.66 9.32
Cl 0.61 -0.75 8.36
Cl 3.49 -0.54 8.33
C -2.53 -13.88 6.22
Cl -1.39 -12.53 6.13
Cl -4.01 -13.35 7.04
Cl -2.93 -14.43 4.58
Cl -1.80 -15.22 7.12
*
```

Results
Gap between HOMO and LUMO in eV: 6.942
Highest occupied orbital energy in eV: -12.14

4.
# C28H18N2O9PdS3

A molecular structure, C28H18N2O9PdS3 at a distorted geometry (the ωB97M-V functional and the def2-TZVPD basis, the OMol25 dataset).

Geometry as ORCA input:
```
! wB97M-V def2-TZVPD RIJCOSX def2/J DEFGRID3
* xyz -2 1
Pd 1.15 -0.50 -0.01
C 1.39 -0.51 4.25
C 0.64 -1.61 4.61
C 0.09 -2.41 3.64
C 0.24 -2.12 2.28
C 0.99 -0.98 1.92
C 1.57 -0.21 2.91
C -0.32 -2.95 1.24
C -1.13 -4.07 1.51
C -1.65 -4.82 0.48
C -1.37 -4.45 -0.86
C -1.88 -5.15 -1.95
C -1.60 -4.75 -3.24
C -0.81 -3.62 -3.45
C -0.29 -2.91 -2.40
C -0.55 -3.30 -1.07
N -0.03 -2.61 -0.04
H 1.84 0.12 5.00
H 0.49 -1.85 5.66
H -0.47 -3.29 3.94
H 2.20 0.64 2.65
H -1.35 -4.34 2.53
H -2.28 -5.68 0.68
H -2.51 -6.02 -1.78
H -2.00 -5.30 -4.09
H -0.59 -3.29 -4.46
H 0.31 -2.03 -2.55
O 3.60 0.59 -3.09
S 2.18 0.68 -2.83
O 1.44 1.20 -3.97
O 1.59 -0.54 -2.26
C 1.93 1.89 -1.51
C 1.07 2.94 -1.77
C 0.83 3.90 -0.80
C 1.49 3.82 0.42
C 2.34 2.76 0.68
C 2.53 1.75 -0.27
S 3.77 0.47 0.12
O 4.94 0.75 -0.68
O 4.05 0.68 1.54
O 3.17 -0.87 -0.11
H 0.59 2.96 -2.74
H 0.14 4.71 -1.00
H 1.32 4.58 1.17
H 2.87 2.69 1.61
O -1.27 0.23 -2.01
C -1.26 0.85 -0.95
N -0.66 0.40 0.18
S -1.06 1.31 1.47
O 0.08 1.89 2.14
O -1.99 0.63 2.35
C -1.90 2.58 0.57
C -2.38 3.81 0.95
C -2.89 4.65 -0.03
C -2.92 4.23 -1.37
C -2.44 2.99 -1.74
C -1.91 2.16 -0.76
H -2.33 4.11 1.99
H -3.26 5.63 0.23
H -3.31 4.91 -2.13
H -2.43 2.67 -2.77
*
```

Results
Relative energy (zero: lowest compared OMol25 entry of this formula, charge and spin) in kJ/mol: 99.94
Gap between HOMO and LUMO in eV: 6.192
Highest occupied orbital energy in eV: -1.82

Number 1: electronic energy -5183.0936 a.u.. Number 2: electronic energy -4036.7836 a.u.. Number 3: electronic energy -30770.0598 a.u.. Number 4: electronic energy -3187.0260 a.u..